Entry 1:
Computed, not measured: a structure of composition C40H43HgN9OSSi, with ωB97M-V/def2-TZVPD.

Atoms and positions in Å:
Hg (0.552, -0.298, 0.075)
C (-2.652, -0.353, -2.542)
N (-2.837, -0.738, -1.153)
C (-3.745, 0.139, -0.411)
C (-3.107, 0.847, 0.742)
N (-2.122, 1.672, 0.651)
C (-1.922, 2.154, 1.936)
C (-1.001, 3.083, 2.410)
C (-1.061, 3.424, 3.751)
C (-2.018, 2.870, 4.616)
C (-2.946, 1.949, 4.159)
C (-2.869, 1.601, 2.813)
N (-3.641, 0.778, 2.014)
C (-1.482, -1.053, -3.146)
N (-0.447, -1.480, -2.520)
C (0.426, -1.936, -3.501)
C (1.687, -2.509, -3.382)
C (2.346, -2.849, -4.551)
C (1.781, -2.625, -5.817)
C (0.521, -2.069, -5.950)
C (-0.139, -1.746, -4.771)
N (-1.386, -1.203, -4.514)
H (-2.498, 0.730, -2.651)
H (-3.545, -0.613, -3.122)
H (-1.903, -0.744, -0.704)
H (-4.591, -0.453, -0.041)
H (-4.159, 0.903, -1.073)
H (-0.262, 3.513, 1.743)
H (-0.352, 4.143, 4.142)
H (-2.035, 3.164, 5.658)
H (-3.694, 1.521, 4.818)
H (-4.282, 0.074, 2.330)
H (2.138, -2.663, -2.406)
H (3.332, -3.293, -4.478)
H (2.337, -2.897, -6.705)
H (0.088, -1.883, -6.926)
H (-2.041, -0.853, -5.187)
C (-1.454, -3.372, 0.722)
C (-0.016, -3.822, 0.644)
C (0.290, -5.162, 0.763)
C (1.634, -5.589, 0.729)
C (2.658, -4.618, 0.549)
C (4.021, -4.972, 0.545)
C (4.998, -4.017, 0.293)
C (4.628, -2.706, 0.035)
C (3.278, -2.289, 0.052)
S (2.992, -0.580, -0.347)
C (2.259, -3.241, 0.352)
N (0.926, -2.863, 0.450)
H (-2.026, -4.039, 1.376)
H (-1.924, -3.376, -0.268)
H (-1.513, -2.353, 1.101)
H (-0.520, -5.880, 0.879)
H (1.896, -6.639, 0.830)
H (4.288, -6.009, 0.733)
H (6.048, -4.299, 0.282)
H (5.375, -1.954, -0.192)
C (1.882, 0.981, 3.346)
C (1.864, 2.161, 2.408)
C (2.457, 3.371, 2.754)
C (2.352, 4.422, 1.836)
C (1.741, 4.223, 0.624)
C (1.213, 2.923, 0.272)
N (1.249, 1.945, 1.251)
N (0.694, 2.603, -0.898)
Si (0.727, 3.333, -2.406)
C (2.085, 4.619, -2.765)
C (-0.899, 4.202, -2.846)
C (0.966, 1.979, -3.686)
H (2.609, 1.119, 4.149)
H (2.129, 0.080, 2.781)
H (0.885, 0.847, 3.782)
H (2.974, 3.490, 3.701)
H (2.762, 5.398, 2.085)
H (1.653, 5.032, -0.092)
H (1.855, 5.613, -2.364)
H (2.248, 4.725, -3.847)
H (3.032, 4.292, -2.314)
H (-1.022, 5.142, -2.293)
H (-1.747, 3.554, -2.589)
H (-0.948, 4.428, -3.921)
H (1.765, 1.297, -3.368)
H (1.200, 2.359, -4.691)
H (0.045, 1.379, -3.764)
O (-1.248, -0.594, 2.515)
N (-0.990, -1.263, 3.534)
C (-1.744, -1.190, 4.652)
C (-1.497, -2.011, 5.734)
C (-0.456, -2.922, 5.701)
C (0.326, -2.953, 4.564)
C (0.055, -2.120, 3.498)
H (-2.523, -0.444, 4.617)
H (-2.130, -1.923, 6.607)
H (-0.264, -3.587, 6.533)
H (1.160, -3.636, 4.486)
H (0.617, -2.106, 2.566)

Cartesian forces (eV/Å) of the 3 atoms listed first:
Hg -0.3709 0.1098 -0.2189
C -0.2031 -0.0390 0.3065
N 0.3801 0.1319 0.1000

- Spin multiplicity: 1
- HOMO (spin up / spin down): 1.22 / 0.37 eV
- Electronic energy: -80524.3707 eV
- Net charge: -2



Entry 2:
Computed, not measured: a structure of composition C40H43LaP2Si, with ωB97M-V/def2-TZVPD.

Atoms and positions in Å:
C (3.103, 2.568, -1.619)
C (3.198, 1.208, -1.279)
C (3.935, 0.338, -2.103)
C (4.561, 0.827, -3.244)
C (4.495, 2.177, -3.560)
C (3.738, 3.040, -2.763)
P (2.241, 0.557, 0.122)
C (3.216, -0.909, 0.616)
C (2.722, -2.196, 0.320)
C (3.446, -3.328, 0.694)
C (4.710, -3.183, 1.282)
C (5.219, -1.907, 1.537)
C (4.460, -0.772, 1.240)
La (-0.581, 0.025, 0.568)
P (-0.376, 1.003, -2.097)
C (0.562, 0.414, -3.538)
C (1.005, 1.269, -4.553)
C (1.725, 0.750, -5.628)
C (2.037, -0.606, -5.695)
C (1.621, -1.461, -4.669)
C (0.879, -0.964, -3.602)
C (-2.108, 0.410, -2.371)
C (-3.064, 0.674, -1.360)
C (-4.322, 0.066, -1.423)
C (-4.676, -0.698, -2.535)
C (-3.758, -0.891, -3.575)
C (-2.474, -0.358, -3.488)
C (-0.574, 2.826, -2.134)
C (-0.255, 3.588, -0.988)
C (-0.462, 4.966, -0.994)
C (-1.005, 5.595, -2.117)
C (-1.347, 4.835, -3.233)
C (-1.147, 3.454, -3.245)
C (2.531, 1.806, 1.451)
C (3.646, 2.661, 1.470)
C (3.799, 3.593, 2.501)
C (2.851, 3.675, 3.521)
C (1.735, 2.830, 3.510)
C (1.581, 1.885, 2.493)
H (-2.851, 1.378, -0.537)
H (-5.019, 0.170, -0.585)
H (-5.665, -1.145, -2.605)
H (-4.029, -1.479, -4.452)
H (-1.735, -0.546, -4.267)
H (0.786, 2.337, -4.496)
H (2.064, 1.434, -6.400)
H (2.627, -0.985, -6.532)
H (1.899, -2.512, -4.704)
H (0.558, -1.651, -2.809)
H (0.156, 3.114, -0.084)
H (-0.218, 5.553, -0.109)
H (-1.168, 6.672, -2.118)
H (-1.789, 5.304, -4.104)
H (-1.439, 2.858, -4.110)
H (4.383, 2.609, 0.673)
H (4.668, 4.251, 2.483)
H (2.981, 4.402, 4.319)
H (0.981, 2.909, 4.293)
H (0.716, 1.197, 2.563)
H (1.769, -2.322, -0.210)
H (3.031, -4.326, 0.532)
H (5.296, -4.064, 1.542)
H (6.203, -1.783, 1.981)
H (4.831, 0.222, 1.481)
H (4.029, -0.723, -1.862)
H (5.079, 0.160, -3.924)
H (5.017, 2.490, -4.463)
H (3.576, 4.082, -3.012)
H (2.543, 3.280, -1.001)
H (4.197, 4.048, -5.189)
H (3.985, 4.498, -4.622)
C (-1.213, -1.312, 3.465)
Si (-2.100, -2.330, 2.136)
C (-2.615, -3.972, 2.844)
C (-3.641, -1.347, 1.728)
C (-0.978, -2.293, 0.643)
H (-1.924, -1.242, 4.304)
H (-0.939, -0.270, 3.200)
H (-0.313, -1.839, 3.817)
H (-3.282, -3.812, 3.709)
H (-3.169, -4.582, 2.114)
H (-1.766, -4.577, 3.197)
H (-3.472, -0.280, 1.495)
H (-4.179, -1.799, 0.883)
H (-4.296, -1.385, 2.614)
H (-0.045, -2.877, 0.702)
H (-1.412, -2.530, -0.355)

Cartesian forces (eV/Å) of the 3 atoms listed first:
C -0.0401 -0.2030 -0.1560
C -0.0855 0.0897 -0.4687
C -0.2417 -0.0227 0.1916

- Spin multiplicity: 1
- HOMO: -13.80 eV
- Electronic energy: -69478.6937 eV
- Net charge: +2



Entry 3:
Computed, not measured: a structure of composition C40H43N4O2S7Ti, with ωB97M-V/def2-TZVPD.

Atoms and positions in Å:
Ti (-0.250, -0.574, 0.177)
C (-3.885, -2.618, -0.098)
C (-3.045, -3.468, -1.056)
C (-1.577, -3.008, -1.192)
N (-1.061, -2.419, 0.029)
C (-0.975, -3.153, 1.107)
C (-1.224, -4.554, 1.172)
C (-1.537, -5.329, 2.257)
C (-1.712, -4.949, 3.595)
C (-1.258, -3.779, 4.169)
C (-0.525, -2.751, 3.588)
C (-0.306, -2.466, 2.230)
N (0.541, -1.556, 1.777)
C (1.705, -1.179, 2.548)
C (1.628, 0.252, 3.075)
C (1.199, 1.184, 1.941)
N (-0.155, 0.878, 1.550)
C (-1.226, 1.627, 1.800)
C (-1.169, 2.840, 2.488)
C (-2.169, 3.782, 2.840)
C (-3.532, 3.701, 2.681)
C (-4.236, 2.670, 2.049)
C (-3.735, 1.553, 1.355)
C (-2.450, 1.068, 1.153)
N (-2.193, 0.029, 0.302)
C (-3.118, -0.213, -0.793)
C (-4.258, -1.238, -0.627)
H (-3.363, -2.508, 0.853)
H (-4.815, -3.161, 0.105)
H (-3.514, -3.476, -2.045)
H (-3.061, -4.493, -0.680)
H (-1.474, -2.265, -1.982)
H (-0.940, -3.856, -1.471)
H (-1.105, -5.072, 0.231)
H (-1.712, -6.379, 2.039)
H (-2.167, -5.679, 4.256)
H (-1.423, -3.680, 5.238)
H (-0.127, -2.012, 4.274)
H (2.559, -1.273, 1.867)
H (1.875, -1.885, 3.367)
H (2.605, 0.554, 3.465)
H (0.885, 0.312, 3.877)
H (1.833, 0.985, 1.064)
H (1.350, 2.224, 2.237)
H (-0.172, 3.152, 2.774)
H (-1.797, 4.674, 3.338)
H (-4.120, 4.519, 3.088)
H (-5.318, 2.764, 2.045)
H (-4.514, 0.958, 0.893)
H (-2.510, -0.525, -1.651)
H (-3.595, 0.736, -1.069)
H (-4.720, -1.355, -1.615)
H (-5.021, -0.828, 0.040)
S (1.525, -4.656, -0.819)
C (2.257, -3.185, -0.465)
S (1.553, -1.717, -1.151)
S (3.694, -3.139, 0.443)
O (0.118, 0.753, -0.987)
C (0.105, 1.480, -2.165)
C (0.577, 0.594, -3.303)
C (-0.101, -0.456, -3.847)
C (0.688, -1.225, -4.738)
C (1.952, -0.747, -4.854)
S (2.204, 0.634, -3.873)
C (-1.290, 2.062, -2.433)
C (-2.027, 2.811, -1.562)
C (-3.196, 3.356, -2.140)
C (-3.327, 3.038, -3.456)
S (-2.025, 2.047, -4.000)
C (0.946, 2.748, -2.044)
C (1.380, 3.596, -3.021)
C (1.876, 4.820, -2.509)
C (1.796, 4.889, -1.153)
S (1.132, 3.449, -0.480)
H (-1.138, -0.671, -3.632)
H (0.330, -2.106, -5.250)
H (2.769, -1.143, -5.433)
H (-1.737, 2.964, -0.533)
H (-3.901, 3.968, -1.597)
H (-4.102, 3.322, -4.149)
H (1.334, 3.358, -4.073)
H (2.265, 5.619, -3.126)
H (2.073, 5.707, -0.508)
O (5.447, -0.975, -1.797)
S (4.593, -0.621, -0.634)
C (4.570, 1.264, -0.672)
C (5.388, 1.796, 0.495)
C (6.490, 0.767, 0.721)
C (5.770, -0.564, 0.799)
H (3.526, 1.574, -0.649)
H (5.002, 1.532, -1.636)
H (4.764, 1.863, 1.393)
H (5.786, 2.794, 0.287)
H (7.077, 0.973, 1.622)
H (7.167, 0.759, -0.138)
H (5.156, -0.655, 1.698)
H (6.417, -1.434, 0.713)

Cartesian forces (eV/Å) of the 3 atoms listed first:
Ti -0.0005 -0.1536 0.0866
C -0.1176 -0.0199 -0.2525
C 0.0549 0.1987 0.2946

- Spin multiplicity: 2
- Energy above the lowest of the compared OMol25 structures with the same formula, charge and spin: 167.0 kJ/mol
- Expectation value of S²: 0.779
- HOMO (spin up / spin down): 0.11 / -1.15 eV
- Electronic energy: -151195.7254 eV
- Net charge: -2



Entry 4:
Computed, not measured: a cluster of 9 separate species, C40H43N5O24S3 in total, with ωB97M-V/def2-TZVPD.

Atoms and positions in Å:
O (-4.151, 2.894, -4.676)
N (-3.677, 1.768, -4.684)
O (-4.348, 0.772, -4.874)
C (-2.238, 1.676, -4.506)
C (-1.576, 0.496, -4.805)
C (-0.191, 0.424, -4.701)
C (0.480, 1.493, -4.099)
C (-0.224, 2.603, -3.667)
C (-1.589, 2.706, -3.840)
H (-2.117, -0.284, -5.329)
H (0.388, -0.409, -5.071)
H (1.557, 1.411, -4.026)
H (0.316, 3.278, -3.012)
H (-2.130, 3.510, -3.362)
O (-7.620, -3.502, -2.591)
N (-6.669, -2.935, -3.098)
O (-6.739, -2.120, -3.986)
C (-5.351, -3.318, -2.573)
C (-4.243, -2.733, -3.144)
C (-2.965, -3.006, -2.680)
C (-2.806, -4.012, -1.739)
C (-3.927, -4.626, -1.174)
C (-5.208, -4.246, -1.556)
H (-4.341, -1.973, -3.910)
H (-2.097, -2.475, -3.050)
H (-1.810, -4.269, -1.396)
H (-3.808, -5.301, -0.339)
H (-5.980, -4.775, -1.017)
O (2.431, 5.083, 3.321)
N (2.678, 4.018, 3.849)
O (1.970, 3.470, 4.677)
C (3.896, 3.311, 3.446)
C (3.879, 1.923, 3.450)
C (5.010, 1.275, 2.991)
C (6.162, 1.967, 2.642)
C (6.201, 3.358, 2.786)
C (5.017, 4.023, 3.062)
H (2.979, 1.411, 3.757)
H (5.010, 0.191, 3.031)
H (7.074, 1.455, 2.363)
H (7.078, 3.866, 2.407)
H (4.949, 5.099, 2.952)
O (7.031, 2.157, -1.192)
N (6.411, 3.162, -1.496)
O (6.892, 4.142, -2.023)
C (4.983, 3.155, -1.173)
C (4.486, 2.261, -0.223)
C (3.160, 2.330, 0.140)
C (2.291, 3.209, -0.519)
C (2.791, 4.101, -1.450)
C (4.157, 4.106, -1.722)
H (4.984, 1.357, 0.098)
H (2.807, 1.647, 0.897)
H (1.287, 3.374, -0.146)
H (2.146, 4.850, -1.889)
H (4.637, 4.805, -2.399)
O (4.888, -5.269, 4.238)
N (3.727, -5.390, 3.902)
O (3.252, -6.402, 3.433)
C (2.853, -4.220, 4.061)
C (1.611, -4.240, 3.461)
C (0.824, -3.108, 3.633)
C (1.190, -2.034, 4.422)
C (2.433, -2.086, 5.053)
C (3.289, -3.148, 4.825)
H (1.222, -5.105, 2.947)
H (-0.164, -3.159, 3.188)
H (0.420, -1.301, 4.620)
H (2.687, -1.307, 5.760)
H (4.272, -3.169, 5.271)
O (-2.472, 5.259, 1.042)
S (-1.846, 4.001, 0.803)
O (-1.622, 3.485, -0.503)
O (-0.486, 3.915, 1.601)
C (-0.734, 3.620, 2.982)
C (-2.167, 3.002, 3.035)
O (-2.605, 2.878, 1.693)
H (0.017, 2.912, 3.314)
H (-0.575, 4.523, 3.572)
H (-2.834, 3.633, 3.623)
H (-2.086, 2.025, 3.505)
O (0.612, 0.985, 2.166)
S (0.393, -0.100, 1.269)
O (1.305, -1.187, 1.401)
O (-1.128, -0.557, 1.246)
C (-1.624, -0.777, -0.093)
C (-0.765, 0.157, -0.936)
O (0.426, 0.453, -0.245)
H (-1.624, -1.827, -0.376)
H (-2.644, -0.403, -0.054)
H (-1.334, 1.092, -0.993)
H (-0.710, -0.178, -1.970)
O (-5.328, -1.380, 0.594)
S (-5.952, -0.301, -0.091)
O (-7.278, -0.399, -0.595)
O (-5.865, 1.054, 0.761)
C (-5.814, 2.151, -0.150)
C (-5.036, 1.624, -1.393)
O (-4.949, 0.202, -1.220)
H (-6.830, 2.474, -0.374)
H (-5.267, 2.969, 0.311)
H (-4.091, 2.156, -1.473)
H (-5.617, 1.732, -2.309)
O (0.994, -2.399, -2.611)
C (1.081, -3.510, -2.166)
C (1.635, -3.974, -0.820)
C (1.604, -5.493, -0.933)
C (0.657, -5.783, -2.079)
O (0.635, -4.570, -2.869)
H (2.665, -3.646, -0.692)
H (1.065, -3.542, 0.002)
H (2.565, -6.000, -1.034)
H (1.232, -5.997, -0.034)
H (0.919, -6.602, -2.740)
H (-0.367, -5.897, -1.716)

Cartesian forces (eV/Å) of the 3 atoms listed first:
O 0.1735 -0.0979 0.2510
N -0.9651 0.6152 -0.5432
O 0.4982 -0.3055 0.1912

- SMILES: O=[N+]([O-])c1ccccc1.O=[N+]([O-])c1ccccc1.O=[N+]([O-])c1ccccc1.O=[N+]([O-])c1ccccc1.O=[N+]([O-])c1ccccc1.O=S1(=O)OCCO1.O=S1(=O)OCCO1.O=S1(=O)OCCO1.O=C1CCCO1
- Spin multiplicity: 1
- HOMO: -10.15 eV
- Electronic energy: -131257.4047 eV



Entry 5:
Computed, not measured: a structure of composition C40H43NdP2Si, with ωB97M-V/def2-TZVPD.

Atoms and positions in Å:
C (2.602, -1.130, -1.557)
C (2.520, -0.260, -0.475)
C (3.376, -0.416, 0.609)
C (4.334, -1.428, 0.600)
C (4.435, -2.288, -0.493)
C (3.562, -2.141, -1.571)
P (1.344, 1.069, -0.471)
C (2.007, 2.332, 0.634)
C (1.503, 2.530, 1.919)
C (2.118, 3.460, 2.768)
C (3.219, 4.186, 2.323)
C (3.710, 3.989, 1.030)
C (3.102, 3.057, 0.185)
Nd (-0.946, 0.736, 0.282)
P (-0.543, -1.674, 0.207)
C (0.702, -2.376, 1.250)
C (1.432, -3.491, 0.864)
C (2.358, -4.054, 1.749)
C (2.550, -3.501, 3.012)
C (1.830, -2.369, 3.392)
C (0.914, -1.800, 2.504)
C (-2.153, -2.048, 0.996)
C (-3.310, -1.480, 0.451)
C (-4.556, -1.746, 1.024)
C (-4.644, -2.584, 2.132)
C (-3.490, -3.155, 2.670)
C (-2.243, -2.889, 2.108)
C (-0.628, -2.445, -1.391)
C (-0.551, -1.689, -2.560)
C (-0.656, -2.315, -3.807)
C (-0.853, -3.693, -3.875)
C (-0.964, -4.443, -2.703)
C (-0.859, -3.813, -1.456)
C (1.285, 1.758, -2.130)
C (2.430, 1.697, -2.915)
C (2.439, 2.280, -4.187)
C (1.299, 2.929, -4.664)
C (0.155, 2.998, -3.872)
C (0.144, 2.410, -2.602)
H (-3.239, -0.826, -0.424)
H (-5.450, -1.294, 0.600)
H (-5.615, -2.794, 2.579)
H (-3.560, -3.814, 3.535)
H (-1.346, -3.327, 2.534)
H (1.305, -3.922, -0.124)
H (2.936, -4.925, 1.440)
H (3.270, -3.945, 3.699)
H (1.985, -1.921, 4.371)
H (0.364, -0.898, 2.783)
H (-0.424, -0.606, -2.493)
H (-0.592, -1.722, -4.717)
H (-0.938, -4.183, -4.843)
H (-1.142, -5.515, -2.755)
H (-0.979, -4.400, -0.549)
H (3.322, 1.189, -2.558)
H (3.336, 2.225, -4.800)
H (1.306, 3.381, -5.655)
H (-0.735, 3.507, -4.235)
H (-0.752, 2.464, -1.976)
H (0.621, 1.974, 2.245)
H (1.721, 3.618, 3.767)
H (3.692, 4.915, 2.978)
H (4.563, 4.564, 0.675)
H (3.485, 2.916, -0.821)
H (3.310, 0.255, 1.463)
H (5.001, -1.548, 1.452)
H (5.185, -3.077, -0.501)
H (3.628, -2.812, -2.427)
H (1.933, -1.023, -2.408)
H (5.997, -5.029, -1.676)
H (5.735, -5.018, -2.380)
C (-4.588, 3.146, 2.931)
Si (-4.062, 3.359, 1.146)
C (-5.528, 3.041, 0.029)
C (-3.440, 5.108, 0.894)
C (-2.733, 2.140, 0.773)
H (-5.391, 3.864, 3.170)
H (-3.721, 3.324, 3.591)
H (-4.957, 2.116, 3.079)
H (-6.333, 3.759, 0.263)
H (-5.216, 3.162, -1.023)
H (-5.892, 2.010, 0.190)
H (-2.581, 5.287, 1.564)
H (-3.124, 5.238, -0.156)
H (-4.247, 5.824, 1.132)
H (-3.213, 1.175, 1.050)
H (-1.873, 2.833, 0.606)

Cartesian forces (eV/Å) of the 3 atoms listed first:
C 0.1567 -0.4904 -0.3174
C 0.7113 -0.2763 -0.0722
C 0.3593 -0.1651 0.2516

- Spin multiplicity: 4
- Energy above the lowest of the compared OMol25 structures with the same formula, charge and spin: 163.1 kJ/mol
- Expectation value of S²: 3.765
- HOMO (spin up / spin down): -13.12 / -13.21 eV
- Electronic energy: -83891.4993 eV
- Net charge: +2